No. 1
{"formula": "C19H22N4O3S", "method": "ωB97M-V/def2-TZVPD", "lumo_ev": 0.5, "homo_ev": -7.58, "de_lowest_kcal_mol": 83.6, "energy_ha": -1580.08714, "homo_lumo_gap_ev": 8.09, "largest_force_ev_per_a": 2.1, "smiles": "CCCN(C(=O)c1ccc(COC)o1)c1nc2c(s1)CCc1c-2cnn1C", "elements": ["C", "O", "H", "N", "C", "C", "H", "H", "S", "C", "H", "C", "C", "C", "H", "H", "H", "N", "C", "H", "H", "C", "C", "C", "H", "O", "O", "H", "H", "H", "H", "C", "C", "N", "H", "N", "H", "H", "H", "C", "C", "C", "H", "C", "H", "H", "C", "H", "C"], "positions_angstrom": [[1.14412, 2.84184, -1.70287], [-2.09060, 1.31295, -3.95846], [-1.50795, -3.02541, 2.14159], [-3.76954, 1.48317, 1.15889], [2.76895, 1.29454, -0.45097], [-0.03975, 2.65675, -2.46616], [-1.45065, 2.17039, -5.71677], [-0.66853, 3.43049, -2.87602], [1.47742, -1.66581, 2.13789], [1.59571, 1.59254, -1.33063], [5.34781, -3.03801, 0.81136], [4.03801, -0.49806, 0.80696], [4.18063, -1.58241, -0.30065], [-0.26326, 1.29969, -2.39796], [-2.18891, 0.54173, -2.10100], [-1.23265, -0.43171, -3.18840], [-3.40708, -2.24453, 3.09543], [0.48089, 0.45274, 1.05795], [-1.46000, 0.59550, -2.90844], [-1.83251, 0.42840, -5.81085], [-5.34568, 0.33689, 3.74431], [-5.31175, 0.27654, 2.65617], [-0.22017, -1.33625, 2.32085], [-2.61315, -1.48570, 3.27105], [4.19613, -1.13760, -1.28317], [0.71986, 0.63919, -1.77375], [3.84344, 1.82784, -0.69740], [5.45838, -3.23982, -0.96273], [3.98589, -0.94060, 1.82121], [-1.86115, 2.01968, 0.24578], [-0.32639, 0.99065, -5.05577], [5.39865, -2.51420, -0.14094], [-1.30217, -2.22140, 2.92183], [-3.98561, 0.52049, 2.10562], [-6.07112, 0.96495, 2.26390], [2.78556, 0.24581, 0.55232], [-5.56668, -0.74209, 2.33234], [-0.89545, -2.64495, 3.83859], [1.62919, 3.77828, -1.44710], [1.59880, -0.19371, 1.16055], [-2.45660, 1.37990, 0.89918], [-1.90542, 0.29258, 1.64671], [6.33181, -1.93691, -0.13518], [-0.54924, -0.19997, 1.66471], [4.91995, 0.14919, 0.78476], [-2.58040, -1.19870, 4.32726], [-2.90317, -0.27257, 2.40047], [3.30369, -2.19260, -0.25273], [-1.39931, 1.22032, -5.20975]], "atomic_forces_ev_per_a": [[1.0, -0.5, 0.1], [0.4, -0.1, -0.1], [0.2, 0.7, 1.2], [1.3, -0.6, 0.9], [1.7, -1.3, -0.3], [0.3, -0.9, 1.0], [-0.2, 0.3, -0.2], [-0.1, -0.3, -0.1], [-0.2, 0.4, -0.4], [-0.3, 1.0, 0.7], [0.0, -0.2, 0.0], [0.0, -0.4, -0.8], [0.8, -0.3, 0.9], [-0.4, 1.5, -1.0], [-0.2, 0.0, 0.0], [0.1, -0.2, -0.2], [0.2, 0.6, 0.6], [0.7, 0.3, -0.5], [-0.5, -0.3, -0.2], [-0.2, -0.1, -0.2], [0.3, 0.0, 0.0], [-0.3, -0.4, -0.7], [-0.8, -0.1, 0.1], [-1.2, -0.1, -0.3], [0.0, 0.5, -0.2], [0.2, 0.2, 0.5], [-1.1, -0.1, 0.4], [-0.1, 0.2, 0.3], [0.0, 0.2, -0.6], [-0.7, -0.1, 0.1], [-0.4, 0.1, 0.0], [0.0, 0.7, 0.0], [0.9, -0.3, -1.2], [-0.8, -0.6, 0.6], [0.6, -0.1, -0.1], [-1.0, 0.6, -0.2], [-0.4, 0.2, 0.3], [-0.3, -0.5, -0.1], [0.0, -0.3, -0.1], [-0.1, 0.3, -0.1], [-0.1, -1.0, 0.8], [0.3, 0.8, -0.8], [-0.1, -0.1, -0.1], [0.6, -0.2, 0.4], [-0.5, 0.2, 0.0], [-0.3, 0.0, -0.1], [0.8, 1.2, -1.1], [-0.8, -0.4, -0.1], [0.6, -0.4, 0.9]]}

***

No. 2
{"formula": "C22H18FN2O5S2SeW", "method": "ωB97M-V/def2-TZVPD", "lumo_ev": [2.6, 1.1], "homo_ev": [-4.01, -5.80], "de_lowest_kcal_mol": 45.5, "energy_ha": -4699.70260, "charge": -1, "homo_lumo_gap_ev": [6.61, 6.90], "spin_multiplicity": 3, "largest_force_ev_per_a": 0.2, "elements": ["C", "F", "H", "C", "S", "C", "C", "C", "H", "H", "W", "C", "C", "O", "O", "C", "H", "H", "H", "H", "C", "O", "C", "C", "C", "N", "H", "C", "C", "O", "C", "C", "C", "C", "H", "H", "H", "H", "C", "H", "C", "H", "H", "H", "H", "C", "Se", "O", "N", "H", "S", "C"], "positions_angstrom": [[1.23124, 2.44529, 5.54834], [4.44111, -3.59119, -4.06763], [-0.76047, -0.21517, 6.19742], [3.05343, -1.43540, -1.51292], [0.75640, -1.18352, 0.84332], [3.61020, -2.71797, -3.43514], [0.28623, 1.65537, 6.19380], [-3.18180, 2.20081, -0.38293], [-5.12939, 0.08462, -4.52180], [2.59112, 2.56756, 3.87497], [0.57342, 0.54028, -1.20944], [-2.74015, 0.32979, -2.09462], [0.28429, -1.45794, 4.03723], [-0.65494, -0.90424, -2.01245], [0.14608, 1.58929, -2.47528], [-0.72290, -0.77693, 1.54449], [-0.22239, 2.02573, 7.07572], [-2.73467, 2.52654, 0.55390], [1.46001, 3.43413, 5.92692], [1.07186, -1.86123, 3.40435], [2.51399, -2.23026, -4.11109], [3.09563, 2.32732, 1.40436], [-3.35828, -1.13752, -4.40539], [-3.91118, 0.59479, -2.84300], [3.89627, -2.34397, -2.13964], [-1.34231, 0.52878, -0.16177], [0.79234, -0.98576, -3.97072], [-4.21915, -0.12665, -3.97487], [-0.01104, 0.39503, 5.70444], [2.49708, 1.16998, -0.95875], [0.63544, -0.09812, 4.57212], [1.87108, 1.96820, 4.41554], [1.57644, 0.69878, 3.93096], [-2.17960, -1.39239, -3.72019], [4.76832, -2.74709, -1.64145], [-4.58657, 1.36705, -2.49609], [2.32709, -2.53873, -5.13168], [0.10255, -2.16444, 4.84819], [1.66582, -1.35073, -3.44665], [-1.48865, -2.15504, -4.05671], [-2.44960, 1.01487, -0.90618], [-3.15051, 3.03268, -1.09405], [2.07143, 0.35610, 3.03079], [-4.23439, 1.96714, -0.19506], [-3.60133, -1.71795, -5.28690], [1.91271, -0.93261, -2.13886], [2.25341, 2.57744, 0.05220], [0.65122, 1.92917, 0.29078], [-1.66566, -0.04134, 0.95776], [3.30587, -1.10778, -0.51223], [-1.26566, -1.45118, 3.08232], [-1.83141, -0.66160, -2.58645]], "atomic_forces_ev_per_a": [[0.0, 0.0, 0.0], [0.0, 0.0, 0.0], [0.0, 0.0, 0.0], [0.0, 0.0, 0.0], [0.0, 0.1, 0.0], [0.0, 0.0, 0.0], [0.0, 0.0, 0.0], [0.0, 0.0, 0.0], [0.0, 0.0, 0.0], [0.0, 0.0, 0.0], [-0.2, 0.0, 0.0], [0.0, 0.0, 0.0], [0.0, 0.0, 0.0], [0.0, 0.0, 0.0], [0.0, -0.1, 0.0], [0.1, -0.1, 0.0], [0.0, 0.0, 0.0], [0.0, 0.0, 0.0], [0.0, 0.0, 0.0], [0.0, 0.0, 0.0], [0.0, 0.0, 0.0], [0.0, 0.0, 0.0], [0.0, 0.0, 0.0], [0.0, 0.0, 0.0], [0.0, 0.0, 0.0], [0.1, 0.0, 0.0], [0.0, 0.0, 0.0], [0.0, 0.0, 0.0], [0.0, 0.0, 0.0], [0.0, 0.0, 0.0], [0.0, 0.0, 0.0], [0.0, -0.1, 0.0], [0.0, 0.1, 0.0], [0.0, 0.0, 0.0], [0.0, 0.0, 0.0], [0.0, 0.0, 0.0], [0.0, 0.0, 0.0], [0.0, 0.0, 0.0], [0.0, 0.0, 0.0], [0.0, 0.0, 0.0], [0.0, 0.0, 0.0], [0.0, 0.0, 0.0], [0.0, 0.0, 0.0], [0.0, 0.0, 0.0], [0.0, 0.0, 0.0], [0.0, 0.0, -0.1], [0.1, -0.1, 0.0], [0.0, 0.1, 0.0], [0.0, 0.0, 0.1], [0.0, 0.0, 0.0], [0.0, 0.1, 0.0], [0.0, 0.0, 0.0]]}

***

No. 3
{"formula": "C13H21BN6PdS", "method": "ωB97M-V/def2-TZVPD", "lumo_ev": -1.6, "homo_ev": -7.93, "de_lowest_kcal_mol": 162.5, "energy_ha": -1387.10334, "homo_lumo_gap_ev": 6.35, "largest_force_ev_per_a": 0.4, "elements": ["C", "C", "C", "C", "H", "H", "H", "N", "H", "H", "H", "H", "H", "H", "H", "H", "H", "Pd", "C", "C", "S", "C", "C", "H", "H", "N", "H", "B", "H", "H", "C", "H", "C", "C", "N", "H", "N", "N", "C", "H", "H", "C", "N"], "positions_angstrom": [[-1.97884, -1.13586, -0.83146], [-3.11308, 0.03913, 1.14383], [-2.54073, -1.02326, 1.98954], [-0.19450, 1.25071, -3.31343], [6.33070, 0.29754, 3.71943], [-0.91318, 2.04984, -3.50880], [1.42463, -0.25343, -1.80143], [3.49142, 0.46819, 2.07011], [-1.02203, -2.53214, 2.02347], [-3.72059, -2.26376, -1.25595], [-3.06706, -1.38006, 2.86261], [2.38990, 0.55429, -3.04638], [2.53288, 1.08114, -1.37410], [-4.15799, 0.26017, 1.35319], [-2.72565, 2.15903, 1.54833], [6.66034, -0.39509, 1.85516], [0.97901, -2.07489, 0.32561], [1.60046, 0.32701, 1.29732], [-0.65264, 1.27852, -0.33306], [4.53418, 0.08339, 2.39624], [0.24929, 1.68249, 2.51004], [-2.70010, -2.47406, -0.93276], [1.82702, 0.71905, -2.12668], [1.00842, 2.57974, -0.48320], [-0.73512, 0.35565, -2.97098], [-0.83494, -1.23619, 0.32479], [-2.68496, 1.97342, -1.00530], [5.95414, -0.44016, 2.83759], [-0.39916, 3.09995, -1.39308], [-2.78081, -3.06064, -0.01389], [-0.21928, 0.10382, 0.47503], [5.78802, -1.57740, 3.22111], [0.20649, 2.22344, -1.13618], [-2.18046, 1.21178, -0.41128], [-2.81779, -0.10772, -0.36383], [0.29924, 1.01160, -4.25628], [-2.33803, 1.33185, 1.10229], [0.79731, 1.71247, -2.35592], [-0.83642, 1.21147, 1.21394], [-2.25233, -3.11707, -1.69045], [0.16103, -2.09439, -1.11849], [-1.44847, -1.65078, 1.56886], [0.07969, -2.24874, -0.11554]], "atomic_forces_ev_per_a": [[-0.2, -0.1, 0.0], [0.0, 0.0, -0.1], [0.0, 0.0, 0.0], [0.0, 0.0, 0.0], [0.0, 0.0, 0.0], [0.0, 0.0, 0.0], [0.0, 0.0, 0.0], [-0.2, -0.2, 0.0], [0.0, 0.0, 0.0], [0.0, 0.1, -0.1], [0.0, 0.0, 0.0], [0.0, 0.0, 0.0], [0.0, 0.0, 0.0], [0.0, 0.0, 0.0], [0.0, 0.0, 0.0], [0.0, 0.0, 0.0], [0.0, 0.0, 0.0], [0.4, -0.1, 0.0], [-0.1, -0.2, 0.2], [0.1, 0.1, 0.0], [-0.2, 0.0, 0.0], [0.1, 0.0, 0.0], [0.1, 0.1, 0.0], [0.0, 0.0, 0.0], [0.0, 0.0, 0.0], [0.1, 0.0, -0.1], [0.0, 0.0, 0.0], [-0.1, 0.0, 0.0], [0.0, 0.0, 0.0], [-0.1, 0.0, 0.1], [0.0, 0.2, -0.1], [0.0, 0.0, 0.0], [0.0, 0.0, 0.0], [-0.2, 0.0, 0.1], [0.0, 0.1, 0.1], [0.0, 0.0, 0.0], [0.2, 0.0, 0.1], [0.0, 0.0, 0.0], [0.0, 0.3, -0.1], [0.0, 0.0, 0.0], [0.0, 0.0, 0.0], [0.0, 0.0, 0.0], [0.0, 0.0, 0.0]]}

***

No. 4
{"formula": "C3H5NO2", "method": "ωB97M-V/def2-TZVPD", "lumo_ev": 0.9, "homo_ev": -8.68, "de_lowest_kcal_mol": 82.5, "energy_ha": -322.44292, "homo_lumo_gap_ev": 9.62, "largest_force_ev_per_a": 2.5, "smiles": "C=C1NOCO1", "elements": ["C", "O", "H", "H", "H", "H", "C", "C", "N", "H", "O"], "positions_angstrom": [[1.02116, -0.46387, -1.13903], [0.60701, 0.81624, -1.42914], [-0.53495, 1.95500, -0.28419], [0.35782, -1.16642, -1.64320], [-0.67616, -1.04437, 2.19733], [-1.86457, 0.35624, 1.76994], [-0.98765, -0.22370, 1.57860], [-0.25808, 0.08254, 0.53556], [-0.58420, 0.96389, -0.49738], [2.07193, -0.66379, -1.32094], [0.84769, -0.61177, 0.23246]], "atomic_forces_ev_per_a": [[-0.1, -0.8, -0.1], [-0.9, 1.3, 0.6], [0.0, -0.1, 0.3], [0.1, -0.4, -0.3], [-0.1, 0.0, 0.3], [-0.4, 0.0, 0.3], [-0.4, 0.2, 0.6], [-0.3, -0.5, 0.4], [1.4, 0.3, -2.1], [0.1, 0.4, -0.5], [0.7, -0.3, 0.6]]}

***

No. 5
{"formula": "C3H9N5", "method": "ωB97M-V/def2-TZVPD", "lumo_ev": 0.5, "homo_ev": -7.17, "de_lowest_kcal_mol": 32.3, "energy_ha": -393.46205, "homo_lumo_gap_ev": 7.67, "largest_force_ev_per_a": 0.7, "smiles": "NN=C(N)N.CC#N", "elements": ["H", "C", "H", "H", "H", "N", "H", "N", "H", "N", "C", "H", "C", "N", "H", "N", "H"], "positions_angstrom": [[-0.26381, -1.17502, -0.50157], [3.76266, 1.21745, -0.05427], [-3.46773, -2.25573, 0.41427], [-0.29619, 0.83026, -0.55458], [4.02108, 1.61809, -1.03385], [-2.21335, 0.51463, 0.06444], [-3.94170, -0.76946, 1.02242], [-1.16384, -1.60205, -0.32974], [3.57249, 2.03953, 0.63499], [1.64688, -0.23722, -0.26001], [-2.14247, -0.75070, 0.16442], [-1.08773, -2.47265, 0.17415], [2.58731, 0.40685, -0.16638], [-1.22607, 1.25079, -0.59185], [4.58807, 0.61326, 0.32060], [-3.16780, -1.39837, 0.85908], [-1.20780, 2.17034, -0.16212]], "atomic_forces_ev_per_a": [[0.0, -0.1, 0.0], [0.6, 0.4, 0.1], [-0.1, 0.1, 0.0], [-0.2, 0.2, 0.2], [0.1, 0.0, 0.1], [-0.4, 0.0, 0.3], [0.1, 0.0, 0.0], [-0.1, 0.1, -0.1], [0.1, 0.0, 0.0], [-0.1, -0.2, -0.1], [0.1, 0.4, -0.1], [0.1, 0.1, 0.0], [-0.4, -0.3, 0.0], [0.4, -0.1, -0.2], [0.0, 0.1, 0.0], [-0.1, -0.3, 0.1], [0.1, -0.3, -0.1]]}